1.
This record from the OMol25 dataset describes a molecular structure, C28H37N6O2P2PtS. The level of theory is ωB97M-V/def2-TZVPD.

Computed properties:
Relative energy (zero: lowest compared OMol25 entry of this formula, charge and spin) in kcal per mole: 0.0
F_max in eV Å⁻¹: 0.70
Net charge: +1
<S²>: 2.010
Electronic energy in eV: -75328.087
E_LUMO (alpha / beta) in eV: -1.9 / -3.4
HOMO-LUMO gap (alpha / beta) in eV: 6.95 / 7.20
Highest occupied orbital energy (alpha / beta) in eV: -8.81 / -10.61
Multiplicity: 3

Each line ends with the Löwdin charge.
Atoms and positions in Å:
Pt -0.52580 0.54464 -1.29014  0.88
O 0.51152 2.47122 -1.68079  -0.28
N 0.00751 3.53699 -1.09010  -0.22
C 0.85224 4.57834 -0.89519  -0.02
C 0.42680 5.73271 -0.30159  -0.05
C -0.90585 5.82416 0.11051  -0.06
C -1.74394 4.75775 -0.08742  -0.08
C -1.29161 3.57742 -0.69818  -0.66
S -2.29589 2.19776 -0.90507  0.65
H 1.85125 4.39287 -1.25828  0.14
H 1.12247 6.54800 -0.17027  0.11
H -1.27396 6.72531 0.58110  0.12
H -2.77809 4.79066 0.22426  0.11
N -1.38514 -2.46116 -1.72856  -0.09
P -1.99845 -1.18269 -0.78512  0.85
C -2.23234 -1.87059 0.86825  -0.34
C -1.43492 -1.42219 1.91516  -0.10
C -1.60138 -1.95051 3.18902  -0.07
C -2.54864 -2.93655 3.41586  -0.06
C -3.34449 -3.39294 2.37128  -0.06
C -3.19523 -2.85463 1.10489  -0.08
C -3.67918 -0.95757 -1.39880  -0.39
C -4.64940 -0.39965 -0.56688  -0.12
C -5.91465 -0.12669 -1.06155  -0.06
C -6.21819 -0.40457 -2.38694  -0.07
C -5.25276 -0.95017 -3.22126  -0.07
C -3.98406 -1.22035 -2.73268  -0.08
C -0.21623 -2.32989 -2.45262  -0.38
C 0.41777 -3.44380 -3.01390  -0.01
C 1.58232 -3.25362 -3.72071  -0.05
C 2.10575 -1.96882 -3.85925  -0.05
C 1.42360 -0.92864 -3.27688  -0.12
N 0.27991 -1.10075 -2.59597  -0.04
H -1.75689 -3.39504 -1.64033  0.12
H -0.68719 -0.65863 1.73667  0.07
H -0.99845 -1.58327 4.00938  0.10
H -2.67721 -3.34541 4.40943  0.11
H -4.09006 -4.15639 2.54902  0.11
H -3.84382 -3.18753 0.30265  0.11
H -4.41919 -0.17745 0.46824  0.11
H -6.66389 0.30352 -0.41053  0.11
H -7.20729 -0.19351 -2.77110  0.11
H -5.48559 -1.16333 -4.25603  0.11
H -3.23149 -1.63462 -3.39199  0.10
H -0.00956 -4.42878 -2.88244  0.12
H 2.08720 -4.10260 -4.16235  0.12
H 3.01536 -1.78164 -4.41014  0.11
H 1.77299 0.09286 -3.34268  0.11
C 2.21666 -0.84197 3.23037  -0.10
N 1.99819 -0.90290 1.79463  -0.29
C 1.94425 -2.25964 1.26058  -0.08
P 2.36561 0.33248 0.75899  0.53
O 1.58259 0.17487 -0.50573  -0.40
N 3.96721 0.34559 0.38375  -0.30
C 4.97577 -0.13128 1.31660  -0.09
C 4.43287 0.52214 -0.98480  -0.08
N 2.04102 1.72658 1.57276  -0.29
C 3.04413 2.60358 2.15448  -0.09
C 0.67637 1.97552 2.02052  -0.09
H 1.38266 -1.31845 3.75062  0.08
H 2.28550 0.19183 3.56484  0.07
H 3.13185 -1.36672 3.52423  0.09
H 1.12758 -2.80785 1.73601  0.08
H 2.87877 -2.80001 1.44594  0.09
H 1.75883 -2.22601 0.18773  0.07
H 4.60062 -0.12011 2.33810  0.07
H 5.85014 0.52285 1.28245  0.09
H 5.30103 -1.14857 1.07624  0.09
H 3.63906 0.94639 -1.59333  0.07
H 4.74301 -0.43227 -1.42177  0.09
H 5.28783 1.20219 -0.99786  0.09
H 4.01139 2.42991 1.69096  0.07
H 3.13779 2.46007 3.23712  0.09
H 2.76011 3.64324 1.97728  0.08
H -0.03998 1.51548 1.33831  0.04
H 0.49042 3.05210 2.01678  0.09
H 0.49277 1.60074 3.03424  0.09

Atomic forces in eV per Å
Pt -0.60 0.09 0.36
O 0.16 -0.08 -0.05
N -0.05 -0.03 -0.05
C -0.03 -0.02 -0.01
C 0.00 -0.03 -0.02
C 0.03 0.05 0.02
C -0.05 -0.05 -0.02
C 0.12 0.18 -0.02
S 0.21 -0.18 -0.03
H 0.01 0.03 0.01
H 0.00 0.00 0.00
H 0.00 0.00 0.00
H 0.00 0.00 -0.01
N 0.01 0.02 0.12
P 0.14 -0.05 -0.07
C -0.01 -0.08 -0.01
C 0.00 0.03 0.04
C 0.01 0.02 0.01
C -0.01 -0.01 -0.01
C 0.00 0.01 0.01
C 0.00 -0.01 0.00
C -0.02 0.03 -0.01
C 0.01 0.01 0.02
C 0.00 0.00 0.00
C 0.00 0.00 -0.01
C 0.00 0.00 0.00
C 0.01 0.01 -0.01
C 0.02 0.01 -0.04
C -0.02 0.02 0.01
C 0.00 0.00 0.00
C 0.00 0.01 -0.01
C -0.05 0.02 -0.02
N 0.16 0.12 -0.17
H 0.00 0.00 -0.02
H 0.01 -0.01 -0.03
H 0.00 0.00 0.00
H 0.00 0.00 0.00
H 0.00 0.00 0.00
H 0.00 0.00 -0.01
H 0.00 -0.01 0.00
H 0.00 0.00 0.00
H 0.00 0.00 0.00
H -0.01 0.00 0.00
H 0.01 0.00 0.01
H 0.00 0.00 0.00
H 0.00 0.00 0.00
H 0.00 -0.01 0.00
H 0.01 0.00 0.01
C -0.03 0.00 0.00
N 0.06 0.03 0.03
C -0.02 0.01 -0.01
P -0.02 0.18 -0.15
O -0.02 -0.25 0.07
N -0.02 -0.13 0.04
C -0.01 0.03 0.00
C -0.02 0.08 0.01
N 0.00 -0.03 0.07
C 0.00 -0.01 0.00
C 0.00 0.03 -0.04
H -0.01 0.00 0.00
H 0.00 -0.01 -0.01
H 0.00 0.00 0.01
H 0.01 -0.01 0.00
H 0.00 0.00 0.00
H 0.00 0.00 0.01
H -0.01 -0.01 0.00
H 0.00 0.00 0.00
H 0.00 0.00 0.00
H -0.01 -0.01 -0.01
H 0.00 0.00 0.00
H 0.00 0.00 0.00
H 0.00 0.00 0.01
H 0.00 0.00 0.00
H 0.00 0.00 0.00
H 0.01 -0.02 0.02
H -0.01 0.00 -0.01
H 0.00 0.02 0.01



2.
This record from the OMol25 dataset describes 3 unconnected molecules or ions with the total composition C4H9N3 at a distorted geometry. The level of theory is ωB97M-V/def2-TZVPD.

Computed properties:
Relative energy (zero: lowest compared OMol25 entry of this formula, charge and spin) in kcal per mole: 155.4
F_max in eV Å⁻¹: 4.16
Net charge: 0
Electronic energy in eV: -8757.786
E_LUMO (alpha / beta) in eV: 0.7 / 0.7
HOMO-LUMO gap (alpha / beta) in eV: 7.47 / 7.47
Highest occupied orbital energy (alpha / beta) in eV: -6.81 / -6.81
Multiplicity: 1

Each line ends with the Löwdin charge.
Atoms and positions in Å:
C 0.32229 1.71517 -0.01314  -0.05
C -1.44649 -0.70608 -0.40889  -0.42
C 0.44828 0.26655 0.01766  -0.15
N -2.15208 -0.72727 0.75660  0.09
N 2.63598 -0.51122 0.34284  -0.09
C 0.72115 -0.93858 -0.00739  0.03
N -1.97168 -0.80141 -1.54965  0.08
H -3.13936 -0.95287 0.70443  0.10
H -1.65948 -0.89097 1.61721  0.08
H 3.07268 0.11235 -0.33480  -0.04
H 2.86407 -0.17421 1.27738  -0.04
H -1.31158 -0.71530 -2.31636  0.04
H 0.76955 -2.00377 -0.03019  0.09
H 0.92957 2.16387 -0.80181  0.09
H 0.63408 2.15979 0.93381  0.09
H -0.71697 2.00395 -0.18771  0.09

Atomic forces in eV per Å
C -0.07 0.54 0.15
C 0.27 1.52 0.10
C -3.44 -0.88 -0.96
N 0.04 -0.03 -0.11
N -0.46 -0.82 -0.14
C 4.00 0.71 0.87
N 0.19 -0.33 0.12
H 0.19 -0.11 0.09
H -0.13 0.03 -0.06
H -0.22 -0.12 0.04
H -0.23 -0.03 -0.14
H 0.01 0.11 0.10
H -0.32 -0.08 -0.09
H 0.05 -0.23 0.01
H 0.05 -0.15 -0.01
H 0.10 -0.12 0.02



3.
This record from the OMol25 dataset describes CH2Br2ClOP in the gas phase at a distorted geometry. The level of theory is ωB97M-V/def2-TZVPD.

Computed properties:
Relative energy (zero: lowest compared OMol25 entry of this formula, charge and spin) in kcal per mole: 40.5
F_max in eV Å⁻¹: 5.52
Net charge: 0
<S²>: 2.007
Electronic energy in eV: -165009.405
E_LUMO (alpha / beta) in eV: 0.6 / -5.1
HOMO-LUMO gap (alpha / beta) in eV: 6.31 / 5.40
Highest occupied orbital energy (alpha / beta) in eV: -5.73 / -10.52
Multiplicity: 3

Each line ends with the Löwdin charge.
Atoms and positions in Å:
C 0.48124 -0.04837 -0.31653  -0.90
O 1.94950 0.01380 2.13946  -0.40
P 2.01876 -0.03113 0.69854  -0.25
Cl 0.88989 0.09141 -1.97175  0.52
Br 3.00764 1.76798 -0.13767  0.53
Br 3.04232 -1.78702 -0.10075  0.31
H -0.18090 0.85945 -0.02597  0.08
H -0.15644 -1.08950 -0.32534  0.10

Atomic forces in eV per Å
C -3.86 -1.50 1.54
O -0.80 0.52 2.83
P -1.30 -3.78 -1.15
Cl 0.79 0.64 -1.66
Br 2.20 4.77 -1.69
Br 0.54 -1.65 -0.38
H 0.96 -1.69 -0.32
H 1.46 2.68 0.82



4.
This record from the OMol25 dataset describes 7 unconnected molecules or ions with the total composition H14O7 at a distorted geometry. The level of theory is ωB97M-V/def2-TZVPD.

Computed properties:
Relative energy (zero: lowest compared OMol25 entry of this formula, charge and spin) in kcal per mole: 67.5
F_max in eV Å⁻¹: 9.72
Net charge: 0
Electronic energy in eV: -14558.536
E_LUMO in eV: -0.1
SMILES: O.O.O.O.O.O.O
HOMO-LUMO gap in eV: 10.75
Highest occupied orbital energy in eV: -10.80
Multiplicity: 1

Each line ends with the Löwdin charge.
Atoms and positions in Å:
O -3.01129 1.85534 0.23714  -0.08
H -2.10487 1.44633 0.10115  0.02
H -3.29964 1.24773 0.90824  0.01
O -0.46898 -0.58117 -3.17492  -0.07
H -0.69509 -0.50267 -2.29879  -0.09
H -1.16599 0.00360 -3.65120  0.10
O -0.74593 -0.02620 -0.48044  0.04
H 0.10064 0.23013 -0.16115  0.01
H -0.88938 -0.81099 -0.20818  -0.09
O 1.89949 -0.62929 0.26576  -0.09
H 2.69081 -0.06124 0.08497  0.09
H 2.01152 -1.46369 -0.31061  0.13
O 2.35866 0.36610 2.75642  -0.09
H 2.15579 -0.08842 1.80782  0.05
H 1.51862 0.53468 3.02906  -0.05
O -1.20737 -2.85536 0.44704  -0.09
H -1.75067 -3.19708 1.18600  0.05
H -0.46072 -3.57733 0.43496  0.11
O 1.21339 2.35302 -0.48881  -0.06
H 0.29106 2.55856 -0.42787  0.01
H 1.55995 3.19794 -0.05659  0.09

Atomic forces in eV per Å
O 2.04 -0.57 -0.33
H -1.26 0.69 -0.35
H -0.79 -0.24 0.61
O -1.07 1.15 -5.01
H -0.76 0.51 3.52
H 1.92 -1.60 1.21
O 0.15 8.70 -3.24
H 1.45 0.26 0.31
H -1.74 -8.99 3.28
O 1.29 -1.30 -1.71
H -0.97 -0.66 -0.24
H -0.14 2.03 1.38
O 2.91 -2.18 -4.36
H 0.73 1.20 3.38
H -3.74 0.94 1.57
O 1.88 -2.58 0.70
H 0.18 0.48 -0.54
H -2.04 2.17 -0.18
O 1.33 1.99 1.13
H -1.20 -0.19 -0.27
H -0.15 -1.81 -0.85



5.
This record from the OMol25 dataset describes a molecular structure, C3H6N4O at a distorted geometry. The level of theory is ωB97M-V/def2-TZVPD.

Computed properties:
Relative energy (zero: lowest compared OMol25 entry of this formula, charge and spin) in kcal per mole: 223.3
F_max in eV Å⁻¹: 10.19
Net charge: 0
Electronic energy in eV: -11207.095
E_LUMO in eV: -0.3
HOMO-LUMO gap in eV: 8.72
Highest occupied orbital energy in eV: -9.07
Multiplicity: 1

Each line ends with the Löwdin charge.
Atoms and positions in Å:
C 1.07524 2.13810 -0.09227  -0.01
C 0.64942 -0.95473 0.21952  -0.72
C -1.53964 0.03055 0.26080  -0.37
H 1.56252 2.76311 -1.19130  0.15
H 1.06064 2.39675 1.37600  0.23
H 2.14108 -1.41579 0.32133  0.13
H -0.94321 -1.68282 -1.03150  0.23
H -1.17370 0.60908 1.26157  0.16
H -3.09662 1.24333 0.12797  0.10
N 0.89845 0.87227 -0.67997  0.05
N 1.27319 -2.02122 -0.12484  0.17
N -0.65764 -0.90158 -0.26078  0.04
N -2.73756 0.20641 -0.10507  0.02
O 0.98802 0.21395 0.62528  -0.18

Atomic forces in eV per Å
C 1.16 -1.66 -4.63
C -4.89 -5.89 -3.45
C -0.17 1.08 2.49
H -1.87 -0.77 4.06
H 0.20 -0.79 -5.15
H -0.05 -3.40 -1.58
H 0.65 2.83 2.77
H -0.10 -1.21 -2.70
H 0.92 -3.41 0.18
N 2.17 8.22 5.62
N 3.84 4.24 3.55
N -2.71 -2.15 -1.08
N -0.91 2.83 -1.04
O 1.75 0.08 0.97